[1]
DFT (ωB97M-V/def2-TZVPD) results for 2 unconnected molecules or ions with the total composition C5H16NSi.

```
23
Properties=species:S:1:pos:R:3:forces:R:3:lowdin_charge:R:1
C -1.6815 -2.9393 -0.6544 -0.5 2.5 0.5 -0.0525
C -1.2439 0.0440 -1.6343 -2.5 2.9 0.5 -0.1128
C 2.6814 2.5504 1.3629 -0.2 -2.2 -0.5 -0.2141
C -0.5649 -1.8710 -0.1800 -2.9 0.3 -1.0 -0.1459
C 0.5245 0.8247 1.2994 -1.3 -2.9 0.3 -0.0090
N -1.0966 -0.4153 -0.3380 4.8 -3.1 2.0 -0.0937
Si 1.2971 2.0406 0.1371 0.5 -0.2 0.7 0.6260
H -2.6407 -2.4266 -0.5153 0.0 0.1 0.3 0.0703
H -1.7852 -3.2074 -1.6987 1.0 -0.2 -0.2 0.0705
H -1.7624 -3.7754 -0.0001 0.5 -0.8 0.3 0.0610
H -0.3168 0.3247 -2.0318 1.4 -0.3 -1.3 0.0502
H -1.8899 -0.6598 -2.1418 0.1 0.1 -1.0 0.1021
H -1.7494 1.0437 -1.4586 0.0 -1.0 -1.0 0.1278
H 2.9076 3.5502 1.5631 -0.8 1.9 0.7 0.0134
H 2.6128 1.9200 2.2953 0.4 0.8 -0.9 0.0592
H 3.5729 2.3485 0.7901 0.6 -1.0 0.1 0.0224
H 0.3608 -2.0650 -0.7053 0.2 0.6 -0.1 0.1107
H -0.4316 -1.9500 0.8707 0.3 -0.5 0.8 0.0819
H 1.0010 -0.1994 1.2872 -0.3 1.2 0.2 0.0485
H -0.1601 0.8921 2.1949 0.6 0.3 -1.2 0.0761
H -1.6848 -0.0869 0.3550 -1.8 0.1 1.3 0.0878
H 0.2825 3.1426 0.0960 0.3 -0.4 -0.9 -0.0110
H 1.7672 0.9145 -0.8934 -0.5 1.9 0.5 0.0313
```
Forces are in eV/Å.

Properties
- LUMO energy (alpha / beta): -0.21718 / -0.22840 Eh
- HOMO level (alpha / beta): -13.831 / -13.443 eV
- Net charge: +1



[2]
DFT (ωB97M-V/def2-TZVPD) results for 5 unconnected molecules or ions with the total composition C5H16O6.

```
27
Properties=species:S:1:pos:R:3:forces:R:3:lowdin_charge:R:1
O -0.5483 0.6900 2.3901 0.5 -0.1 0.4 0.0464
C 0.2414 1.3334 1.7383 -1.1 -0.3 0.0 -0.2399
C -0.2071 1.9297 0.4305 0.4 0.5 -0.8 -0.1491
C 0.7979 1.7686 -0.7201 0.4 0.3 -0.1 -0.1796
C 0.6226 0.4553 -1.5193 -0.2 0.6 -0.3 -0.1371
C 0.2369 -0.7066 -0.6715 0.0 -0.9 -0.4 -0.2426
O -0.8809 -1.1717 -0.6138 0.1 0.1 0.1 0.0394
H 1.2740 1.4604 2.0937 0.1 0.2 -0.2 0.1169
H -1.1733 1.5105 0.1767 -0.2 -0.2 0.1 0.1039
H -0.3972 3.0024 0.5280 0.2 0.0 0.4 0.1277
H 0.6901 2.5826 -1.4430 -0.2 -0.1 0.1 0.1105
H 1.8215 1.9181 -0.3565 -0.1 -0.4 0.1 0.1039
H -0.1470 0.6298 -2.2744 -0.3 -0.2 0.2 0.1132
H 1.5130 0.2253 -2.1013 0.3 -0.1 0.2 0.1202
H 1.0339 -1.2474 -0.1375 0.2 0.3 0.3 0.1158
O -2.4174 -1.2976 -3.0730 0.0 0.0 -0.1 -0.0661
H -1.9403 -0.6755 -3.6327 -0.1 -0.1 0.1 0.0246
H -1.9030 -1.3704 -2.2546 -0.1 0.2 -0.1 -0.0139
O 0.5308 -3.4577 1.4922 -0.1 0.0 -0.1 -0.0638
H -0.2039 -3.5686 2.1114 0.2 0.1 -0.2 0.0436
H 0.1250 -3.1443 0.6718 -0.1 -0.1 0.3 0.0089
O 3.2698 0.0100 1.0798 0.1 -0.2 0.0 -0.0559
H 3.5758 -0.4224 1.8865 -0.1 0.1 0.0 0.0516
H 3.4558 -0.6471 0.4004 0.0 0.1 -0.1 0.0389
O -3.3081 0.4094 1.2795 -0.1 -0.1 0.0 -0.0646
H -3.3232 -0.2346 0.5631 0.0 0.0 0.0 0.0276
H -2.7387 0.0185 1.9557 0.1 0.2 -0.2 0.0195
```
Forces are in eV/Å.

Properties
- LUMO energy: 0.00722 Eh
- HOMO level: -9.949 eV
- SMILES: O=CCCCC=O.O.O.O.O



The records above give, respectively, electronic energy values of -14800.9709, -17728.7177 eV.
The records above give, respectively, energy above the lowest of the compared OMol25 structures with the same formula, charge and spin values of 4.447, 1.646 eV.
The records above give, respectively, F_max values of 6.0, 1.1 eV/Å.